168
Properties=species:S:1:pos:R:3 method="wB97M-V/def2-TZVPD" total_energy_ha=-3099.4086 molar_mass_g_mol=932.3 e_homo_ev=-8.12 e_lumo_ha=0.01242 smiles=COCCNCCOC.COCCNCCOC.COCCNCCOC.COCCNCCOC.COCCNCCOC.COCCNCCOC.COCCNCCOC
C 7.0936 17.2749 20.5682
O 7.6004 17.7436 19.3252
C 8.9034 17.2585 19.1075
C 9.5993 18.0107 17.9563
N 9.1737 17.4167 16.6614
C 9.3374 18.4440 15.6247
C 10.6981 19.1406 15.5267
O 10.9079 20.2048 16.4269
C 12.2177 20.7315 16.3156
H 6.3452 17.9992 20.8938
H 7.8322 17.1697 21.3629
H 6.5623 16.3262 20.4427
H 8.9603 16.1896 18.8588
H 9.5573 17.4167 19.9735
H 10.6770 17.8896 18.1262
H 9.4999 19.0993 18.0266
H 8.2515 17.1218 16.9526
H 8.5709 19.2201 15.7329
H 9.2853 17.9940 14.6331
H 10.7793 19.4337 14.4758
H 11.4693 18.3851 15.7400
H 12.2011 21.6798 16.8448
H 12.5562 20.8264 15.2804
H 12.9193 20.0414 16.8004
C 11.1267 14.7820 15.1643
O 12.0703 15.1873 16.1389
C 11.7429 14.7497 17.4535
C 12.5300 15.5476 18.4865
N 13.9794 15.3577 18.3265
C 14.7402 16.5903 18.3156
C 16.2023 16.4128 17.9573
O 16.7004 17.7065 17.6405
C 17.9751 17.7115 17.0114
H 11.4825 13.8224 14.7761
H 11.0775 15.5259 14.3731
H 10.1069 14.6187 15.5230
H 12.0623 13.6993 17.4544
H 10.6841 14.8554 17.6997
H 12.1882 15.2699 19.4843
H 12.2144 16.5737 18.2457
H 13.9969 14.9355 17.4002
H 14.6890 16.9827 19.3348
H 14.3451 17.3344 17.6123
H 16.2792 15.6487 17.1740
H 16.8340 16.0602 18.7784
H 18.1717 16.7887 16.4572
H 18.6900 17.8041 17.8349
H 18.0159 18.5232 16.2877
C 10.8988 10.2049 17.5801
O 11.5701 11.4122 17.8260
C 12.8643 11.2449 18.4228
C 14.0418 11.4135 17.4548
N 15.1396 10.5310 17.6761
C 14.9596 9.1848 17.1465
C 16.1492 8.3115 17.5745
O 16.0484 7.9737 18.9160
C 17.2980 7.6411 19.4949
H 10.3097 10.2010 16.6643
H 10.1757 9.9830 18.3849
H 11.4823 9.2830 17.6940
H 12.8981 10.3452 19.0458
H 12.8752 12.0330 19.1840
H 14.3936 12.4479 17.5162
H 13.6267 11.3090 16.4478
H 15.4644 10.3926 18.6256
H 14.7794 9.2291 16.0669
H 13.9885 8.8014 17.5135
H 17.0516 8.7901 17.1839
H 16.0238 7.4331 16.9178
H 17.8868 8.5402 19.6892
H 17.8280 6.9950 18.7825
H 17.2141 7.0266 20.3890
C 5.3082 14.2028 17.9581
O 6.1585 13.8624 16.8736
C 7.4695 13.4027 17.2238
C 7.6064 11.9048 17.2008
N 6.9839 11.1971 18.3277
C 6.4167 9.9209 17.9269
C 5.8118 9.2364 19.1354
O 5.4349 7.8870 18.7970
C 4.5217 7.3633 19.7095
H 4.8369 13.3372 18.4366
H 4.5247 14.7890 17.4763
H 5.8436 14.7983 18.7017
H 7.8177 13.8118 18.1799
H 8.1500 13.8248 16.4829
H 8.6798 11.7371 17.0465
H 7.1766 11.5295 16.2589
H 6.2035 11.8397 18.4561
H 7.2110 9.3385 17.4577
H 5.5922 10.0471 17.2111
H 4.9009 9.7322 19.4792
H 6.5258 9.1233 19.9544
H 3.8873 8.0937 20.2239
H 5.0134 6.8615 20.5612
H 3.9070 6.5362 19.3547
C 5.8897 17.4721 15.3726
O 6.6060 17.1237 14.1889
C 7.1290 15.7917 14.2081
C 8.1428 15.5691 13.0401
N 8.4706 14.1876 12.8913
C 7.5011 13.3077 12.2418
C 8.0036 11.8854 12.2492
O 8.0002 11.5230 13.6167
C 8.2707 10.1321 13.7548
H 6.3527 17.3570 16.3571
H 4.8656 17.0991 15.3525
H 5.9998 18.5510 15.2119
H 6.2716 15.1278 14.0292
H 7.4831 15.5077 15.2044
H 9.0317 16.1085 13.3670
H 7.5582 16.0475 12.2529
H 9.0663 13.8492 13.6242
H 7.3610 13.6358 11.2103
H 6.5848 13.3906 12.8341
H 9.0146 11.9949 11.8372
H 7.3288 11.2796 11.6407
H 8.2079 9.8121 14.7934
H 9.1981 9.8074 13.2835
H 7.4476 9.5846 13.2803
C 2.3868 4.2851 19.8542
O 1.8638 3.2139 20.6171
C 1.5997 2.0710 19.8254
C 0.3107 2.2007 19.0297
N 0.1774 1.0377 18.1752
C -1.1010 0.8727 17.5287
C -1.3665 -0.4806 16.9643
O -1.8188 -1.3331 18.0039
C -2.0552 -2.6594 17.6533
H 1.7512 4.6810 19.0608
H 3.3472 4.0256 19.3921
H 2.6252 5.0522 20.5901
H 1.3474 1.2715 20.5314
H 2.4809 1.7797 19.2497
H 0.2365 3.1434 18.4771
H -0.5782 2.2622 19.6788
H 0.4181 0.1797 18.6567
H -1.2333 1.6130 16.7272
H -1.9086 1.1949 18.2116
H -0.4096 -0.8967 16.6148
H -2.0636 -0.4747 16.1225
H -2.8317 -2.8003 16.8889
H -2.3234 -3.2657 18.5134
H -1.1749 -3.1121 17.1735
C -0.8138 13.8682 16.7428
O -1.0709 12.7939 17.5858
C -0.3361 12.7631 18.7829
C -0.1866 11.3549 19.3098
N 0.4472 11.2419 20.6451
C 0.5267 9.8268 21.0170
C 1.2109 9.7369 22.4036
O 2.0960 8.6232 22.3541
C 3.0956 8.6005 23.3511
H -1.4511 13.8204 15.8624
H 0.2227 13.8260 16.3684
H -0.9253 14.8302 17.2608
H -0.7681 13.4561 19.5193
H 0.6247 13.2609 18.5740
H 0.4075 10.8060 18.5613
H -1.1026 10.7583 19.3022
H 1.3956 11.5273 20.3914
H 1.0623 9.1777 20.3219
H -0.5213 9.5862 21.2083
H 0.4739 9.5170 23.1833
H 1.7576 10.6579 22.6242
H 3.9208 8.0587 22.8873
H 2.7167 8.0044 24.1922
H 3.3811 9.5771 23.7496

=====

160
Properties=species:S:1:pos:R:3 method="wB97M-V/def2-TZVPD" total_energy_ha=-2389.2371 molar_mass_g_mol=778.3 e_homo_ev=-8.06 e_lumo_ha=0.01613
C -0.2244 -0.2953 2.4966
C 0.5548 0.4808 1.4351
N 1.1693 -0.3524 0.4039
C 1.7618 0.4873 -0.6205
C 0.7601 1.3053 -1.5000
C 0.2430 -1.3678 -0.1718
C 0.7418 -2.0426 -1.4508
H -1.0806 -0.7872 2.0254
H -0.6814 0.3363 3.2534
H 0.4455 -1.0648 2.8820
H -0.0326 1.3108 1.0202
H 1.4055 0.9461 1.9479
H 2.3890 1.2596 -0.1674
H 2.3302 -0.1144 -1.3217
H -0.0005 0.6501 -1.9307
H 0.2202 2.1030 -0.9864
H 1.3300 1.7919 -2.2930
H -0.7621 -0.9383 -0.2100
H 0.1473 -2.1755 0.5575
H 1.5392 -2.7199 -1.1348
H 1.1358 -1.4395 -2.2657
H -0.0846 -2.6321 -1.8492
C 7.6302 -3.9117 -5.6146
C 6.1625 -3.7230 -5.2348
N 5.8631 -3.0245 -4.0003
C 4.4342 -3.0924 -3.6444
C 3.6413 -2.0294 -4.4040
C 6.6865 -3.3839 -2.8268
C 6.5069 -4.8339 -2.3784
H 7.8987 -3.5082 -6.5937
H 7.9618 -4.9480 -5.6079
H 8.2914 -3.3170 -4.9774
H 5.6882 -3.1687 -6.0480
H 5.7137 -4.7300 -5.2511
H 4.0255 -4.0771 -3.9060
H 4.3284 -2.9338 -2.5749
H 4.0202 -1.0524 -4.1050
H 3.4963 -2.1743 -5.4726
H 2.6054 -2.0394 -4.0363
H 6.3826 -2.6797 -2.0525
H 7.7209 -3.2097 -3.1182
H 6.7069 -5.4796 -3.2375
H 5.4764 -5.1024 -2.1366
H 7.1546 -5.0099 -1.5203
C 0.1728 4.6572 0.1756
C -0.9494 5.5681 0.6733
N -2.2350 5.2881 0.0316
C -2.7474 3.9326 0.3135
C -2.8288 3.5532 1.7822
C -3.2429 6.2815 0.3281
C -2.9851 7.6072 -0.4042
H 0.3435 4.8699 -0.8754
H -0.2127 3.6687 0.4300
H 1.0546 4.8589 0.7786
H -1.1141 5.4799 1.7572
H -0.7254 6.6134 0.4591
H -3.6905 3.7420 -0.1991
H -2.0255 3.2840 -0.1950
H -3.1598 2.5154 1.8580
H -1.8246 3.6106 2.2180
H -3.4140 4.1487 2.4851
H -3.4670 6.4475 1.3954
H -4.2095 5.9412 -0.0553
H -2.6654 7.3894 -1.4286
H -2.2718 8.2727 0.0746
H -3.9142 8.1262 -0.6609
C -2.4774 -3.8084 4.0240
C -3.1545 -2.4892 4.3340
N -3.1973 -2.1254 5.7360
C -3.8682 -0.8496 5.9440
C -5.3181 -0.7843 5.4790
C -1.9957 -2.2897 6.5301
C -0.8023 -1.4930 5.9924
H -1.3988 -3.6840 4.1525
H -2.8443 -4.1915 3.0735
H -2.6892 -4.6269 4.7198
H -2.7263 -1.6446 3.7648
H -4.1828 -2.5842 3.9678
H -3.3834 -0.0550 5.3504
H -3.8256 -0.6347 7.0096
H -5.7914 0.0372 6.0202
H -5.9299 -1.6366 5.7990
H -5.4439 -0.7342 4.3995
H -2.2858 -1.9292 7.5246
H -1.7596 -3.3137 6.8301
H -0.6337 -1.7311 4.9428
H -0.9292 -0.4077 6.0407
H 0.1224 -1.6100 6.5631
C -7.0074 -0.5489 -2.2021
C -5.6639 -1.3099 -2.1208
N -4.5092 -0.5850 -1.5958
C -4.7363 -0.1127 -0.2383
C -3.4732 -0.1752 0.6441
C -3.8959 0.4743 -2.4278
C -3.4334 -0.0808 -3.7780
H -7.6657 -0.8228 -1.3843
H -7.3755 -0.7692 -3.2010
H -6.7704 0.5126 -2.1230
H -5.7172 -2.2060 -1.4943
H -5.3761 -1.7343 -3.0853
H -5.0982 0.9245 -0.2001
H -5.4850 -0.7079 0.2870
H -2.9963 -1.1438 0.4888
H -2.6773 0.5257 0.3691
H -3.7380 0.0668 1.6728
H -3.0462 0.9668 -1.9527
H -4.6235 1.2796 -2.5946
H -3.0266 0.7842 -4.3059
H -4.3149 -0.4588 -4.2913
H -2.6585 -0.8394 -3.6967
C 4.7116 -2.8160 0.2925
O 3.5051 -3.3516 0.7816
H 5.2323 -3.5583 -0.3119
H 4.5557 -1.9128 -0.3086
H 5.3529 -2.6299 1.1632
H 3.1286 -2.7705 1.4486
C 0.0838 2.4011 5.0283
O -0.3536 2.8988 3.7485
H -0.7930 1.8577 5.3808
H 0.9006 1.6940 4.8959
H 0.4486 3.2428 5.6156
H -1.2754 3.1553 3.7954
C 3.6561 0.0015 3.4026
O 3.2194 -0.9019 2.4171
H 4.4525 -0.4889 3.9588
H 4.1773 0.8693 2.9716
H 2.8028 0.3797 3.9670
H 2.5151 -0.6159 1.7998
C -3.2455 -3.8194 -1.0042
O -2.6756 -2.7610 -1.7405
H -3.5488 -3.4427 -0.0171
H -4.1593 -4.1747 -1.4975
H -2.5316 -4.6334 -0.9122
H -3.2667 -1.9810 -1.8332
C 2.3660 2.7578 2.4286
C 3.6427 1.9774 2.2848
C 4.4186 2.3797 3.5418
O 3.8828 3.6685 3.9010
C 2.9406 4.0787 2.9154
H 1.6606 2.3089 3.1335
H 1.7181 2.9187 1.5644
H 4.1719 2.2231 1.3634
H 3.3430 0.9254 2.2110
H 5.4776 2.5222 3.3147
H 4.3149 1.6686 4.3622
H 3.4038 4.7574 2.1927
H 2.1389 4.6614 3.3851
C 0.8612 -0.4823 -6.8826
C 0.4643 -0.2133 -5.4421
C -0.8929 0.4801 -5.5889
O -1.0227 0.8267 -6.9482
C 0.2259 0.7094 -7.5898
H 0.3973 -1.3910 -7.2785
H 1.9260 -0.6794 -7.0182
H 1.2148 0.4216 -4.9653
H 0.3686 -1.0959 -4.8069
H -0.9242 1.3420 -4.9094
H -1.7049 -0.1857 -5.2872
H 0.8190 1.6336 -7.5529
H 0.1085 0.5213 -8.6594

=====

162
Properties=species:S:1:pos:R:3 method="wB97M-V/def2-TZVPD" total_energy_ha=-2621.7854 molar_mass_g_mol=818.3 e_homo_ev=-7.96 e_lumo_ha=0.00839 smiles=CC1(C)CCCC(C)(C)N1O.CC(C)O.CC(C)O.CC(C)O.CC(C)O.CC(C)O.CC(C)O.CC(C)O.CC(C)O.CC(C)O.CC(C)O.CC(C)O
C -7.6807 1.7776 -2.3678
C -8.6976 2.1474 -1.3277
C -9.0840 3.7126 -1.4321
C -10.3430 4.1250 -0.6967
C -11.5545 3.2407 -1.0136
C -11.2235 1.7331 -0.7182
N -9.9457 1.3148 -1.3450
O -9.7422 -0.0242 -1.2438
C -11.3761 1.4086 0.7728
C -12.2842 0.9679 -1.6225
C -8.0513 2.0082 0.0856
H -6.8887 2.5211 -2.2785
H -8.0433 1.8289 -3.3945
H -7.4184 0.7270 -2.2432
H -8.3024 4.2301 -0.8758
H -9.0254 4.0707 -2.4599
H -10.5886 5.1822 -0.7973
H -10.2070 4.0260 0.3803
H -11.8106 3.5010 -2.0407
H -12.4554 3.5061 -0.4604
H -11.9645 0.4953 0.8607
H -10.3649 1.1856 1.1131
H -11.6206 2.2080 1.4723
H -13.3007 1.3457 -1.5121
H -12.0450 1.1775 -2.6651
H -12.1890 -0.1166 -1.5687
H -8.0535 1.0114 0.5266
H -8.5223 2.6958 0.7882
H -6.9835 2.1755 -0.0556
H -9.9244 -0.4056 -2.1057
C -6.1960 -7.6435 2.4750
C -6.8316 -6.6565 1.4902
C -7.6134 -7.2599 0.3264
O -7.6758 -5.8702 2.3248
H -5.7581 -7.0397 3.2699
H -5.4311 -8.2647 2.0089
H -6.9708 -8.2823 2.8987
H -6.0985 -5.9532 1.0953
H -8.5376 -7.7434 0.6428
H -7.0265 -7.9731 -0.2525
H -7.9258 -6.6065 -0.4882
H -7.8820 -5.1154 1.7686
C -1.7565 8.9278 -2.1878
C -0.8365 8.1205 -3.0683
C -1.1941 8.2742 -4.5718
O 0.4905 8.5024 -2.8713
H -2.7895 8.6013 -2.3077
H -1.7432 9.9878 -2.4418
H -1.6057 8.9540 -1.1086
H -0.9784 7.1842 -2.5284
H -2.1137 7.7253 -4.7747
H -0.4924 7.9278 -5.3305
H -1.3569 9.3263 -4.8055
H 1.0232 8.0998 -3.5611
C 3.5536 -9.7083 4.3244
C 3.0854 -8.3451 4.0038
C 2.8666 -7.4683 5.1811
O 4.0587 -7.7159 3.2084
H 2.8691 -10.2491 4.9780
H 4.4637 -9.7217 4.9241
H 3.5274 -10.3354 3.4332
H 2.1854 -8.4935 3.4071
H 2.3784 -6.5561 4.8381
H 3.8013 -7.1851 5.6650
H 2.1868 -7.7336 5.9909
H 4.1097 -6.7748 3.3912
C 7.0345 -3.6383 -2.8139
C 8.3994 -3.1583 -2.4169
C 9.2854 -2.9896 -3.6626
O 8.2655 -1.9995 -1.6031
H 6.5150 -4.0071 -1.9295
H 7.1152 -4.4465 -3.5408
H 6.4515 -2.8808 -3.3379
H 8.9595 -3.7820 -1.7203
H 9.0012 -3.6389 -4.4907
H 10.3387 -3.1181 -3.4131
H 9.1053 -2.0087 -4.1026
H 7.8178 -2.3594 -0.8340
C 0.9280 -7.6619 -5.2866
C 0.8220 -8.3550 -3.9008
C -0.2517 -7.7262 -2.9728
O 0.4836 -9.7167 -4.1285
H 1.4121 -6.6988 -5.1248
H 0.0087 -7.4876 -5.8457
H 1.6353 -8.2163 -5.9036
H 1.8022 -8.3548 -3.4241
H -0.3387 -8.3639 -2.0930
H -1.1692 -7.6307 -3.5534
H 0.0575 -6.7599 -2.5743
H 1.2141 -10.1579 -4.5682
C 8.8254 -2.1389 5.8309
C 7.4789 -1.4479 5.7254
C 7.7149 0.0766 5.7100
O 6.8559 -1.8214 4.5223
H 9.4201 -2.0736 4.9198
H 8.8446 -3.2190 5.9761
H 9.4233 -1.6976 6.6283
H 6.9042 -1.8038 6.5806
H 6.7829 0.6350 5.7967
H 8.1890 0.3353 4.7632
H 8.3177 0.4308 6.5462
H 6.0202 -1.3900 4.3298
C 6.8124 8.6730 3.4647
C 5.6574 9.5542 3.8990
C 4.6315 8.7823 4.7028
O 6.1413 10.5630 4.7174
H 7.5570 9.1206 2.8065
H 6.5109 7.7696 2.9345
H 7.3795 8.3377 4.3331
H 5.0357 9.8999 3.0731
H 3.7627 9.3081 5.0988
H 5.1154 8.3828 5.5941
H 4.2770 7.9532 4.0904
H 7.0333 10.3674 5.0134
C -4.7327 -2.1156 7.3620
C -3.3730 -1.6281 6.7415
C -2.1574 -1.8306 7.6381
O -3.2686 -2.5480 5.6330
H -4.8086 -3.1911 7.5219
H -5.6043 -1.8819 6.7506
H -4.9637 -1.6220 8.3060
H -3.5446 -0.5995 6.4243
H -2.4205 -1.3760 8.5932
H -1.2900 -1.2803 7.2734
H -1.7036 -2.8215 7.6222
H -4.0947 -3.0368 5.6430
C 2.1865 1.7313 0.5806
C 0.9938 0.9340 0.9336
C 0.2947 0.1261 -0.2346
O 1.3419 -0.0772 1.8406
H 3.0245 1.0664 0.3715
H 2.5133 2.4216 1.3583
H 2.0281 2.1767 -0.4015
H 0.2603 1.6179 1.3608
H -0.5312 -0.4803 0.1372
H 1.0945 -0.4070 -0.7487
H -0.1525 0.8131 -0.9530
H 0.5844 -0.5843 2.1416
C -0.1854 1.5055 -7.6826
C 1.2812 1.3042 -7.2371
C 2.2345 1.1479 -8.3638
O 1.6355 2.5430 -6.5147
H -0.7414 2.0723 -6.9358
H -0.8208 0.6845 -8.0147
H -0.2224 2.1635 -8.5508
H 1.4258 0.4354 -6.5949
H 3.2516 1.3314 -8.0175
H 2.1221 1.9039 -9.1409
H 2.1727 0.1425 -8.7802
H 2.4187 2.2624 -6.0357
C 7.6383 5.8358 -3.3163
C 8.4336 4.4831 -3.5089
C 9.6496 4.3604 -2.5005
O 7.5127 3.4250 -3.5714
H 7.0215 6.0882 -4.1787
H 8.2808 6.7147 -3.2626
H 7.0426 5.8255 -2.4035
H 8.7789 4.5230 -4.5420
H 10.0483 3.3475 -2.5559
H 9.4667 4.5625 -1.4451
H 10.4779 5.0152 -2.7712
H 7.7217 2.7619 -2.9094